Density functional theory data (ωB97M-V/def2-TZVPD) for a structure of composition C42H60N8Sb2Ti.

Its highest occupied orbital energy (spin up / spin down) is -0.440 / -0.447 Eh. Its spin multiplicity is 3. The expectation value of S² is 2.02. The electronic energy is -3403.81687 Eh. For the HOMO-LUMO gap (spin up / spin down), the calculation gives 0.26187 / 0.22081 Ha. As for the charge: +2.

```
113
Properties=species:S:1:pos:R:3:lowdin_spin:R:1
C 5.809 -0.803 0.790 0.000
H 0.489 4.706 -4.021 0.000
H -1.751 7.744 -0.698 0.000
H 7.362 2.971 2.421 0.000
C 0.657 5.599 -0.086 0.000
H -4.210 0.239 1.679 0.000
H 3.864 3.215 -0.270 0.002
H 2.706 1.010 4.466 0.000
H -1.550 1.159 -2.946 0.000
C -0.036 -2.639 -2.650 0.001
N 0.308 3.373 -0.945 -0.008
H 5.203 0.856 -2.101 0.000
C 7.793 -0.648 -0.562 0.002
H 0.539 -3.391 -3.190 0.000
H 4.887 4.520 -2.069 0.002
H -2.860 5.126 1.657 0.000
H 5.372 -1.156 1.706 0.000
C 0.063 3.629 -2.308 0.000
N -1.107 2.046 0.406 -0.001
C -2.501 -0.555 -2.097 0.003
C 3.523 2.056 -3.943 0.007
H -3.805 -1.374 2.170 0.000
H 4.924 5.625 4.731 0.000
H -1.584 6.275 1.319 0.000
C 3.750 2.881 -1.296 0.022
C 3.873 4.163 3.565 0.000
H -2.412 -1.640 -2.091 0.000
H -1.408 6.363 -1.750 0.000
H 2.344 6.734 -0.808 0.000
H -3.795 6.612 0.153 0.000
H 0.387 6.371 0.627 0.000
C 3.984 3.087 2.683 0.005
N -0.082 -2.079 -0.131 0.009
C -0.089 4.491 -0.119 -0.001
H 0.524 0.664 -2.468 0.002
C -2.209 0.071 2.381 0.004
H 0.214 -3.550 1.383 0.000
H 1.333 0.132 3.830 0.000
H 5.357 1.846 1.568 0.000
C 2.969 1.289 -2.920 0.013
H 3.328 -1.354 3.927 0.018
H 1.656 -1.343 -2.369 0.008
H -1.003 -2.605 -3.151 0.000
H 8.844 -0.856 -0.717 0.000
C 0.672 -1.316 -2.839 0.010
H -2.858 7.333 -2.004 0.000
C 3.077 1.704 -1.600 0.209
C 2.892 -1.296 1.840 0.309
C 5.717 0.316 -1.322 0.002
C 5.247 2.665 2.268 0.000
H -0.202 0.206 2.399 0.006
H 7.157 4.854 4.009 0.000
H -2.308 -0.177 3.440 0.000
H 1.902 -1.735 1.878 0.004
C -0.192 -3.115 -1.203 0.001
C 6.384 3.302 2.746 0.000
N -1.310 4.350 0.545 0.003
C -3.253 -0.972 0.181 0.003
N -0.873 -0.384 1.908 0.015
C 1.607 5.563 -2.372 0.000
C 4.223 3.213 -3.637 -0.007
H -4.253 4.219 -0.412 0.000
H -2.797 -1.961 0.144 0.000
C 7.065 0.039 -1.518 0.000
H 2.271 6.071 -3.061 0.000
H 7.543 0.372 -2.431 0.000
C 6.269 4.361 3.636 0.000
H -0.654 2.993 -2.819 0.000
H -1.441 -3.212 0.956 0.000
N -2.432 -0.104 -0.688 0.005
C 2.324 0.520 3.570 0.000
H 0.307 -1.794 2.931 0.000
C 7.158 -1.070 0.594 0.000
H 0.544 -3.893 -0.988 0.000
C -2.203 6.912 -1.240 0.000
Sb 2.938 0.308 0.141 0.207
C -3.004 6.009 -0.304 0.000
C -0.479 -2.739 1.143 0.001
H 2.530 0.338 -3.183 0.001
H 4.269 -0.162 3.065 0.002
H 3.444 1.723 -4.970 0.001
H -2.802 0.844 -0.642 0.000
C -3.667 4.868 -1.072 0.000
H -1.405 -0.294 -3.928 0.001
C 1.644 5.952 -1.079 -0.001
N -0.053 2.114 -0.480 -0.027
H 0.919 -1.861 -0.058 0.014
H -4.343 5.261 -1.830 0.000
C -0.594 -1.784 2.325 0.001
C -2.183 5.481 0.877 0.000
H -2.916 4.259 -1.585 0.000
C -3.416 -0.509 1.628 0.000
N -0.057 -0.153 -2.271 0.011
C 5.015 4.793 4.044 0.000
H 3.599 -2.052 1.507 0.009
H -4.252 -1.082 -0.250 0.000
C 0.694 4.615 -2.962 -0.002
C -1.712 3.087 0.839 0.004
H 2.898 4.519 3.883 0.000
H -2.204 1.151 2.321 0.000
H -1.396 -2.137 2.975 0.000
H 7.706 -1.613 1.353 0.000
C 5.066 -0.098 -0.161 0.004
H -3.469 -0.315 -2.544 0.000
Ti -0.302 0.213 -0.158 1.057
H -1.170 -3.583 -1.082 0.000
H 4.689 3.789 -4.425 0.000
H 0.822 -1.150 -3.909 0.000
C 3.271 -0.593 3.136 0.045
Sb 2.163 2.141 2.119 0.005
H -2.569 2.979 1.492 0.001
C 4.335 3.622 -2.314 0.011
C -1.384 0.083 -2.903 0.006
```